Entry 1:
88
Properties=species:S:1:pos:R:3:lowdin_charge:R:1 method="wB97M-V/def2-TZVPD" total_charge=-1
Pd -2.39213 0.66917 -0.59901 0.96
Cl -0.53726 5.54632 4.34696 0.60
C -1.08953 4.66616 2.94087 -0.69
C -1.16532 5.31277 1.70559 -0.12
C -1.57331 4.62074 0.59400 -0.01
C -1.91206 3.24157 0.63857 -0.36
O -2.19243 2.66448 -0.48442 -0.20
C -1.87107 2.62002 1.92010 -0.15
C -2.26998 1.25750 2.17338 -0.14
N -2.95514 0.52362 1.35797 -0.07
C -3.19306 -0.80370 1.72974 -0.23
C -3.61832 -1.21277 2.96620 -0.01
C -3.76311 -2.58528 3.25369 -0.08
C -3.50014 -3.53581 2.30993 -0.05
C -3.09286 -3.14489 1.01169 -0.17
C -2.78708 -4.06021 -0.01898 -0.02
C -2.38674 -3.59413 -1.23660 -0.04
C -2.29893 -2.20641 -1.45031 -0.10
N -2.58210 -1.33333 -0.51398 -0.01
C -2.96117 -1.77624 0.72343 -0.17
C -1.43752 3.34621 3.04136 -0.10
H -0.88925 6.35703 1.63016 0.10
H -1.61506 5.10259 -0.37418 0.11
H -2.07703 0.88408 3.17478 0.10
H -3.83144 -0.47169 3.72574 0.11
H -4.08371 -2.88443 4.24381 0.10
H -3.59879 -4.59066 2.53517 0.11
H -2.86159 -5.12368 0.17560 0.12
H -2.13021 -4.26494 -2.04452 0.10
H -1.99418 -1.79545 -2.40347 0.09
H -1.37247 2.84151 3.99826 0.11
C 1.21020 1.77326 -0.25302 -0.10
C 1.92657 0.44703 0.03853 -0.59
C 3.43763 0.70028 0.05570 -0.09
C 1.59762 -0.44902 -1.16582 -0.11
P 1.11864 -0.31568 1.60308 0.80
N -0.41407 -0.22134 1.63216 -0.20
C 1.97241 0.54584 3.10129 -0.59
C 3.41880 0.17207 3.43448 -0.09
C 1.91707 2.06336 2.88137 -0.10
C 1.08790 0.27718 4.32856 -0.11
C 1.67375 -2.16403 1.65464 -0.59
C 0.68856 -2.92706 0.75729 -0.12
C 1.40137 -2.70762 3.06322 -0.12
C 3.10660 -2.53006 1.26415 -0.09
H 1.49883 2.12082 -1.25191 0.09
H 1.45688 2.56082 0.45403 0.06
H 0.13040 1.63365 -0.25059 0.03
H 3.74142 1.06776 -0.93206 0.08
H 4.02293 -0.19439 0.26480 0.06
H 3.71816 1.46612 0.77929 0.05
H 1.86096 0.09467 -2.08047 0.07
H 0.52785 -0.66276 -1.20381 0.05
H 2.15520 -1.38502 -1.16778 0.05
H 4.10011 0.34509 2.60116 0.06
H 3.52272 -0.86680 3.74523 0.05
H 3.76187 0.79399 4.27092 0.08
H 2.63950 2.40553 2.14147 0.06
H 2.15286 2.57069 3.82392 0.08
H 0.92194 2.37921 2.56723 0.06
H 1.21055 -0.72794 4.72652 0.05
H 0.03990 0.40705 4.05494 0.05
H 1.34810 0.98502 5.12434 0.08
H -0.33083 -2.65938 1.04285 0.05
H 0.83068 -4.00727 0.89756 0.08
H 0.80841 -2.70912 -0.30009 0.05
H 0.40216 -2.41848 3.39683 0.07
H 2.13095 -2.37312 3.79835 0.05
H 1.44995 -3.80293 3.03287 0.08
H 3.31928 -2.32583 0.21505 0.06
H 3.25611 -3.60633 1.42004 0.08
H 3.85048 -2.00792 1.86640 0.06
F 0.84250 -0.68616 -9.40696 0.12
C 0.59014 0.57693 -8.99160 -0.58
F 1.76444 1.23863 -9.09890 0.13
F -0.24249 1.12070 -9.89885 0.12
C 0.04249 0.61564 -7.60254 -0.15
C -1.19024 1.18946 -7.32892 -0.02
C -1.66949 1.21113 -6.02999 -0.02
C -0.92901 0.65801 -4.98018 -0.25
C 0.31689 0.08522 -5.27644 -0.02
C 0.79622 0.06470 -6.57105 -0.02
C -1.42084 0.67486 -3.64103 -0.14
C -1.79393 0.66963 -2.48437 -0.14
H -1.77542 1.62113 -8.12939 0.11
H -2.62838 1.66019 -5.80971 0.12
H 0.89932 -0.33798 -4.46817 0.11
H 1.76040 -0.37959 -6.78622 0.12

Entry 2:
95
Properties=species:S:1:pos:R:3:lowdin_charge:R:1 method="wB97M-V/def2-TZVPD" total_charge=-1
Cs -0.24499 -0.54370 0.72448 0.91
C -3.43045 -0.92294 5.40333 -0.10
C -4.08361 -2.17537 4.82505 -0.27
N -3.24696 -2.88323 3.88093 -0.06
C -2.98181 -2.46103 2.61084 -0.91
S -1.85596 -3.38823 1.71688 0.39
N -3.69987 -1.39435 2.25144 -0.04
N -3.38912 -0.84145 1.07075 -0.02
C -4.23211 0.01308 0.59677 -0.30
C -5.54506 0.34949 1.25912 -0.05
C -3.87113 0.73997 -0.63231 -0.24
C -4.88160 1.31353 -1.42307 -0.04
C -4.53002 2.06989 -2.52551 -0.09
C -3.18526 2.26760 -2.81079 -0.09
C -2.25286 1.65592 -1.98182 -0.17
N -2.57607 0.88697 -0.94826 0.08
H -4.10472 -0.43200 6.10976 0.06
H -3.19899 -0.22765 4.59742 0.06
H -2.50479 -1.17204 5.92476 0.07
H -5.01454 -1.90290 4.32553 0.10
H -4.32620 -2.87458 5.62891 0.10
H -2.70074 -3.67032 4.18111 0.09
H -5.50247 0.00502 2.28893 0.05
H -6.39040 -0.15372 0.77808 0.08
H -5.73432 1.42484 1.23505 0.07
H -5.92123 1.16796 -1.16821 0.10
H -5.29732 2.52285 -3.14282 0.10
H -2.86815 2.90577 -3.62548 0.10
H -1.19099 1.81754 -2.13480 0.08
C 2.14740 -2.66184 -1.45759 -0.08
O 2.61693 -2.03832 -0.27103 -0.15
C 3.94882 -2.06190 -0.02038 -0.24
C 4.86526 -2.74092 -0.81547 -0.03
C 6.22397 -2.69692 -0.52103 -0.11
C 6.67668 -1.97382 0.56938 -0.11
C 5.76192 -1.30574 1.37107 -0.04
C 4.39670 -1.34430 1.10739 -0.19
N 3.43832 -0.62675 1.86721 0.06
N 3.83763 -0.39500 3.04072 0.06
C 3.07610 0.35203 3.89929 -0.15
C 1.82950 0.98110 3.57380 -0.38
O 1.28060 0.93939 2.44642 -0.30
C 1.17836 1.71607 4.65233 -0.01
C 1.70216 1.83169 5.88541 -0.04
C 2.95744 1.22280 6.22246 -0.19
C 3.50258 1.35044 7.51119 -0.06
C 4.69742 0.75992 7.83865 -0.12
C 5.37382 0.01373 6.86178 -0.11
C 4.85831 -0.12550 5.59645 -0.04
C 3.63382 0.48095 5.23044 -0.11
H 2.22779 -3.74896 -1.37727 0.10
H 2.70985 -2.31591 -2.33084 0.09
H 1.10655 -2.37543 -1.58724 0.02
H 4.52600 -3.31411 -1.66592 0.10
H 6.92011 -3.23072 -1.15610 0.09
H 7.73502 -1.92666 0.79344 0.09
H 6.08506 -0.72639 2.22580 0.10
H 0.22697 2.16865 4.39532 0.11
H 1.17888 2.38699 6.65755 0.11
H 2.95367 1.92725 8.24836 0.10
H 5.10843 0.86247 8.83521 0.09
H 6.31413 -0.46425 7.11107 0.09
H 5.38268 -0.71232 4.85673 0.09
C 0.07074 1.25678 -4.90816 -0.02
C 0.50098 0.41335 -3.74184 -0.28
N -0.18929 -0.53582 -3.24164 0.10
N -1.42598 -0.74777 -3.75583 -0.03
C -2.25975 -1.66651 -3.14746 -0.92
N -3.58195 -1.37723 -3.38816 0.09
S -1.76722 -2.96993 -2.28834 0.66
C 1.76899 0.70895 -3.01919 -0.24
C 2.94035 1.09674 -3.65879 -0.03
C 4.08155 1.29368 -2.89101 -0.07
C 4.00648 1.12962 -1.51866 -0.05
C 2.78212 0.76917 -0.96506 -0.15
N 1.69579 0.55273 -1.69676 0.11
H -0.30222 0.63430 -5.72487 0.09
H 0.88520 1.87519 -5.27587 0.07
H -0.73318 1.93418 -4.60041 0.07
H -1.88390 0.02609 -4.22285 0.11
H -3.83413 -0.39589 -3.35234 0.06
H -4.19779 -1.96475 -2.84681 0.08
H 2.97267 1.20116 -4.73577 0.10
H 5.01859 1.56079 -3.36427 0.10
H 4.87328 1.25519 -0.88253 0.11
H 2.66974 0.61384 0.10594 0.07
C 1.42157 3.56487 0.71064 0.00
C 1.25563 3.78060 -0.76991 -0.58
N 2.39838 4.17035 -1.42609 0.15
O 0.21094 3.62320 -1.37453 0.03
H 2.10348 4.28907 1.15572 0.09
H 1.82159 2.56106 0.87472 0.05
H 0.45593 3.60461 1.20625 0.09
H 3.28181 4.01084 -0.97269 0.09
H 2.38511 4.04293 -2.42569 0.09

HOMO (eV)
-3.77, -4.29
Energy above the lowest of the compared OMol25 structures with the same formula, charge and spin (eV)
0.298, 1.222